The following is a DFT calculation (wB97M-V/def2-TZVPD) of a cluster of 14 separate species, C47H124Cl4N10O14 in total.

Geometry as ORCA input:
```
! RIJCOSX wB97M-V def2-TZVPD def2/J DEFGRID3
* xyz 6 1
Cl -1.682 -0.854 -3.233
Cl -2.356 4.686 -4.105
Cl 3.382 0.995 -1.463
Cl -0.144 -2.303 2.018
O -2.126 4.667 -0.197
O 2.653 0.802 5.797
O -4.105 -4.715 -0.678
O -0.742 -6.733 -3.766
O -6.902 -1.855 -2.947
O 2.297 -3.684 -1.274
O 3.581 -8.385 1.398
O -5.200 1.868 -1.067
O -0.047 1.833 0.921
O -1.337 4.137 -8.172
O 2.036 2.553 -4.896
O -1.450 -1.238 5.429
O 1.086 4.552 0.060
O -1.594 0.870 8.286
N -0.067 1.361 -1.513
N -1.922 -4.145 -2.547
N -5.785 0.887 -3.690
N 3.087 -6.456 -0.931
N 2.438 6.219 1.059
N -2.527 5.540 1.925
N 3.951 3.946 -5.214
N -1.435 1.758 -7.860
N 4.028 -0.319 3.413
N -0.769 1.378 5.800
C 2.483 3.634 -5.188
C -1.828 0.331 0.142
C 0.138 -5.637 -3.364
C -2.868 6.940 -0.147
C -0.877 3.072 -8.515
C -0.973 0.842 4.397
C 2.902 2.015 2.561
C -5.542 -0.377 -4.563
C 1.581 4.786 -5.737
C -3.948 -6.117 -0.464
C 2.170 5.122 0.022
C 0.055 2.970 -9.689
C 4.038 -7.659 -0.875
C 2.332 -0.477 5.386
C 4.092 1.304 3.311
C 4.025 -8.405 2.728
C 4.712 3.122 -4.153
C 6.692 -0.790 3.926
C 3.235 4.958 -0.993
C -3.016 -3.971 -0.215
C 2.648 -0.775 3.906
C -5.821 -2.116 -2.038
C -1.118 -6.749 -5.102
C -1.943 -0.380 4.454
C -2.359 -2.341 5.679
C 2.327 1.121 7.132
C -1.702 0.582 9.646
C -4.550 1.773 -3.367
C -0.604 1.268 -0.046
C 4.206 -0.878 1.934
C -0.661 -4.283 -3.453
C 5.189 -0.890 4.421
C 1.823 -2.361 -1.368
C -0.374 2.689 -2.220
C -2.319 5.663 0.448
C -1.876 2.208 7.885
C 3.431 -5.322 0.131
C -1.125 5.255 2.665
C -6.656 -1.507 -4.292
C -4.927 2.346 0.237
C 2.465 -4.164 0.039
C 4.600 -8.169 0.441
C -1.684 -4.172 -0.987
C 2.690 5.596 2.492
C -0.990 1.546 -6.331
C -4.746 2.621 -2.207
C -1.983 2.136 6.324
H -1.375 -0.387 10.022
H -3.905 3.306 -2.100
H -2.060 0.264 1.204
H 0.020 3.558 -1.692
H -6.125 0.620 -2.778
H 4.661 2.070 -4.431
H 7.393 -0.816 4.761
H 1.935 1.966 3.062
H -4.537 -0.732 -4.333
H -2.773 -2.042 6.642
H 2.503 -1.654 -0.893
H 2.607 6.525 3.056
H -2.106 -0.742 3.439
H 5.110 -0.160 5.226
H 1.771 6.977 1.068
H -3.282 4.928 2.202
H -1.029 -4.169 -4.472
H -2.602 -4.815 -2.879
H -1.631 0.799 -5.863
H 0.916 1.127 -1.532
H -1.076 2.456 -5.737
H 6.839 0.156 3.405
H 1.469 4.645 -6.812
H 0.589 -5.742 -2.377
H -0.377 0.559 -2.042
H -3.404 -6.561 -1.298
H 2.901 -6.157 -1.878
H -1.155 2.973 8.172
H 1.830 5.843 -5.641
H -0.125 2.155 5.759
H -4.301 2.334 -4.267
H 5.004 -0.347 1.416
H 4.921 -7.380 -1.450
H 1.952 -0.436 3.139
H 4.180 4.501 -0.696
H -3.819 1.021 -3.070
H 2.230 -6.791 -0.513
H -0.550 0.738 6.549
H 2.613 1.709 1.556
H -1.249 4.900 3.688
H -0.217 -6.874 -5.703
H 2.918 -1.110 6.052
H -5.570 0.099 -5.543
H -2.783 -4.150 0.835
H -2.193 3.113 5.889
H 3.155 -8.549 3.368
H 1.274 0.978 7.375
H -2.291 7.826 0.119
H 1.009 -5.534 -4.011
H 4.684 -9.273 2.738
H -1.276 1.707 3.807
H 5.308 -8.987 0.304
H -7.645 -1.234 -4.662
H -4.934 -6.518 -0.229
H -0.606 6.212 2.609
H 2.505 -1.839 3.715
H 4.153 4.931 -5.121
H 4.122 1.755 4.303
H -0.073 2.584 -3.262
H 3.309 -0.492 1.448
H 1.448 -4.458 0.296
H 3.312 6.638 0.774
H -2.915 0.033 4.725
H 2.698 -3.372 0.751
H 3.473 5.942 -1.397
H -6.357 -2.443 -4.765
H -1.718 -5.918 -5.474
H -2.810 2.627 8.258
H -6.504 1.479 -4.080
H 0.562 4.640 -5.377
H -5.167 -2.927 -2.359
H 3.244 3.050 2.572
H -2.747 6.473 2.243
H -1.671 -3.132 5.976
H -3.027 -2.517 4.836
H 4.389 -4.886 -0.154
H 5.723 3.531 -4.139
H 2.919 0.583 7.872
H 2.798 4.343 -1.779
H 3.444 -5.780 1.120
H -3.900 2.412 0.596
H -1.196 1.326 10.263
H 7.098 -1.581 3.296
H 4.139 -1.966 1.914
H -2.727 6.927 -1.228
H -1.267 -5.159 -0.791
H -3.919 7.030 0.130
H -1.023 -3.358 -0.687
H -3.302 -2.920 -0.191
H -0.258 2.459 -10.600
H 3.717 5.241 2.584
H 3.561 -8.381 -1.538
H -1.697 -7.648 -5.312
H -2.442 1.720 -7.924
H 1.734 -2.084 -2.418
H -2.700 0.824 10.012
H -1.460 2.666 -2.311
H 0.990 2.518 -9.356
H -0.634 4.509 2.040
H 0.851 -2.169 -0.914
H -3.437 -6.346 0.472
H 0.002 0.531 4.021
H -2.851 1.504 6.136
H -0.043 -3.426 -3.186
H 1.905 4.871 2.705
H -2.591 0.708 -0.539
H -5.554 3.307 -2.464
H 4.276 3.793 -6.158
H -5.360 3.325 0.445
H 2.699 2.104 7.424
H -5.093 -1.329 -1.841
H -2.327 -3.238 -2.729
H 0.418 3.973 -9.914
H 0.033 1.214 -6.506
H 5.103 1.445 2.928
H 4.404 -7.452 3.097
H 4.267 3.393 -3.195
H 4.775 -1.797 4.863
H -5.525 1.660 0.837
H -1.429 -0.663 -0.056
H -6.256 -2.464 -1.101
H -1.033 1.021 -8.421
H 5.156 -7.328 0.854
H 1.294 -0.641 5.677
*
```

Output
Maximum force ... 4.687 eV/Å
Lowest unoccupied orbital energy ... -12.34 eV
HOMO-LUMO gap ... 0.21024 Ha